Record 1
The following is a quantum chemistry calculation of a structure of composition C22H11Cl68NO2 in a non-equilibrium geometry, from OMol25.

```
! wB97M-V def2-TZVPD RIJCOSX def2/J DEFGRID3
* xyz 0 1
C 2.465 -0.697 -0.909
C 0.879 -0.310 -0.992
C 0.039 -1.612 -0.591
N -1.223 -1.821 -1.375
C -1.910 -0.560 -1.686
O -1.804 -0.131 -2.864
O -2.640 0.234 -0.756
C -3.913 -0.496 -0.574
H 2.636 -1.799 -0.674
H 2.966 0.015 -0.176
H 2.973 -0.515 -1.929
H 0.713 0.063 -2.057
H 0.663 0.486 -0.188
H -0.216 -1.501 0.530
H 0.639 -2.587 -0.662
H -1.874 -2.321 -0.732
H -4.794 0.221 -0.458
H -3.783 -1.172 0.350
H -4.057 -1.179 -1.487
C 0.267 -0.177 3.556
Cl -0.222 0.201 5.220
Cl 0.663 -1.904 3.432
Cl -1.064 0.204 2.442
Cl 1.694 0.790 3.123
C 4.459 -3.544 2.799
Cl 5.510 -3.604 1.367
Cl 5.417 -3.903 4.251
Cl 3.748 -1.921 2.942
Cl 3.159 -4.744 2.635
C -4.546 0.852 5.432
Cl -3.484 0.779 4.009
Cl -3.601 0.498 6.894
Cl -5.249 2.478 5.561
Cl -5.846 -0.348 5.262
C 4.769 -8.075 0.233
Cl 6.288 -8.995 0.192
Cl 3.823 -8.420 -1.233
Cl 3.831 -8.549 1.666
Cl 5.132 -6.336 0.305
C 2.044 2.317 -4.010
Cl 3.099 2.389 -2.582
Cl 0.611 1.335 -3.640
Cl 1.535 3.960 -4.451
Cl 2.931 1.587 -5.366
C 8.378 -8.689 -3.120
Cl 6.645 -8.311 -3.038
Cl 8.678 -10.262 -2.350
Cl 8.890 -8.755 -4.820
Cl 9.300 -7.429 -2.273
C 5.962 -0.730 7.171
Cl 7.478 -1.657 7.148
Cl 5.014 -1.108 5.718
Cl 5.026 -1.163 8.617
Cl 6.328 1.007 7.199
C -7.560 -3.983 5.879
Cl -6.522 -3.913 7.319
Cl -8.995 -4.969 6.231
Cl -8.066 -2.339 5.436
Cl -6.657 -4.709 4.533
C -0.219 5.059 -8.263
Cl 0.559 6.659 -8.202
Cl -1.634 5.047 -7.188
Cl -0.740 4.716 -9.927
Cl 0.936 3.818 -7.735
C 0.966 8.129 -4.123
Cl 2.652 7.624 -3.881
Cl 0.154 8.255 -2.547
Cl 0.932 9.709 -4.936
Cl 0.126 6.929 -5.126
C 2.494 2.859 8.030
Cl 1.301 2.205 9.174
Cl 3.825 3.616 8.931
Cl 3.134 1.542 7.026
Cl 1.716 4.071 6.991
C -1.718 6.854 1.065
Cl -1.403 8.114 -0.148
Cl -3.037 5.807 0.501
Cl -0.251 5.882 1.302
Cl -2.180 7.615 2.602
C 3.080 3.910 -11.652
Cl 2.624 2.320 -11.005
Cl 2.415 5.185 -10.611
Cl 4.851 4.045 -11.698
Cl 2.431 4.088 -13.295
C -9.251 1.723 6.305
Cl -10.988 2.092 6.379
Cl -8.946 0.161 7.095
Cl -8.738 1.641 4.607
Cl -8.341 2.999 7.140
C -15.109 3.397 5.268
Cl -13.421 2.924 5.560
Cl -15.797 2.376 3.988
Cl -16.049 3.188 6.761
Cl -15.168 5.099 4.764
C 5.422 -8.579 5.489
Cl 4.226 -9.268 6.606
Cl 6.750 -7.851 6.418
Cl 6.065 -9.864 4.444
Cl 4.649 -7.333 4.487
C 3.011 1.811 -16.612
Cl 2.687 0.410 -17.655
Cl 4.666 2.392 -16.897
Cl 1.856 3.108 -16.987
Cl 2.836 1.338 -14.910
*
```

Results
* HOMO-LUMO gap: 0.35506 hartree
* max |F|: 4.91 eV Å⁻¹
* E_HOMO: -0.3607 hartree



Record 2
The following is a quantum chemistry calculation of a structure of composition C20H31MoO5S in a non-equilibrium geometry, from OMol25.

```
! wB97M-V def2-TZVPD RIJCOSX def2/J DEFGRID3
* xyz 1 3
O -0.755 -0.711 -2.260
C -0.901 0.579 -3.005
C -0.490 0.038 -4.348
H -0.187 1.343 -2.649
H -1.936 0.974 -3.014
C -0.478 -1.307 -3.572
H 0.477 0.440 -4.644
H -1.251 0.099 -5.130
C 0.810 -2.097 -3.642
H 1.640 -1.588 -3.147
H 1.069 -2.245 -4.708
H 0.698 -3.051 -3.111
C -1.628 -2.131 -4.109
H -2.552 -1.544 -4.100
H -1.792 -3.049 -3.535
H -1.402 -2.395 -5.153
Mo -0.928 -1.198 0.889
C -2.428 -1.160 3.018
C -1.900 0.161 3.181
C -2.227 0.912 2.013
H -1.412 0.536 4.063
C -2.925 0.053 1.087
C -3.088 -1.246 1.748
H -3.758 -2.036 1.427
H -2.507 -1.896 3.817
H -2.105 1.975 1.912
H -3.321 0.309 0.107
C 0.004 -2.348 2.819
C -0.638 -3.226 1.883
C 0.045 -3.112 0.604
H -1.383 -3.985 2.151
C 1.063 -2.092 0.772
C 1.011 -1.623 2.138
H 1.733 -0.928 2.578
H -0.088 -2.339 3.905
H -0.090 -3.754 -0.245
H 1.844 -1.840 0.049
O 2.533 1.914 -1.785
C 2.021 0.833 -0.996
C 0.694 1.281 -0.357
H 2.714 0.584 -0.179
H 1.891 -0.048 -1.627
C 0.617 2.805 -0.521
H 0.784 1.066 0.715
H -0.221 0.832 -0.749
C 1.937 3.145 -1.282
H 0.555 3.281 0.469
H -0.265 3.085 -1.101
H 2.638 3.677 -0.597
H 1.770 3.774 -2.177
C 2.353 2.974 4.216
S 1.181 1.865 3.398
O 0.679 0.990 4.474
O 0.178 2.744 2.777
O 1.974 1.104 2.394
H 1.904 3.328 5.146
H 2.569 3.827 3.571
H 3.271 2.422 4.424
*
```

Results
* HOMO-LUMO gap (alpha / beta): 0.20455 / 0.21923 hartree
* max |F|: 4.97 eV Å⁻¹
* ΔE to the lowest compared entry with this formula, charge and spin: 61.7 kcal per mole
* E_HOMO (alpha / beta): -0.4236 / -0.4236 hartree



Record 3
The following is a quantum chemistry calculation of the molecule CH5NOS in a non-equilibrium geometry, from OMol25.

```
! wB97M-V def2-TZVPD RIJCOSX def2/J DEFGRID3
* xyz 0 1
C 1.182 0.437 -0.129
S -0.606 -0.050 0.149
N -0.848 -1.488 -0.242
O -1.518 0.912 -0.442
H 1.365 -0.047 -0.986
H 1.166 1.484 -0.191
H 1.656 0.157 0.680
H -0.597 0.164 1.665
H -1.800 -1.570 -0.504
*
```

Results
* HOMO-LUMO gap: 0.38315 hartree
* max |F|: 5.39 eV Å⁻¹
* ΔE to the lowest compared entry with this formula, charge and spin: 75.5 kcal per mole
* E_HOMO: -0.3631 hartree